Density functional theory data (wB97M-V/def2-TZVPD) for a cluster of 2 separate species, ClH2NO2P in total.

Last column: Löwdin charge in e.
Cartesian coordinates (Å):
N -0.371 0.437 0.382  -0.395
O -1.030 -2.287 0.667  -0.547
O 0.827 1.626 -1.870  -0.134
P -0.558 -0.907 1.051  -0.016
Cl -0.047 -1.123 2.980  0.162
H 0.804 0.711 -2.179  0.011
H 0.375 1.544 -1.031  -0.081

Gap between HOMO and LUMO (eV): 8.096
Spin multiplicity: 1
Total charge: -1

Density functional theory data (wB97M-V/def2-TZVPD) for a cluster of 3 separate species, C3H8N2O2 in total.

Last column: Löwdin charge in e.
Cartesian coordinates (Å):
C -1.407 -1.268 -0.140  -0.302
C -0.960 -0.135 0.899  -0.235
C 1.222 0.934 0.360  -0.620
H 0.185 -2.247 -0.733  0.135
H 0.263 -0.101 -1.039  0.190
H -2.160 -0.753 -0.662  0.050
H -1.674 -2.330 0.426  0.159
H -0.115 -0.623 1.546  0.134
H -1.780 0.263 1.561  0.131
H 0.807 2.610 -1.286  0.343
H 2.633 2.090 -0.428  0.105
N -0.394 -1.302 -1.306  -0.099
N 1.639 1.969 -0.268  0.133
O -0.246 0.830 0.217  -0.165
O 1.987 0.063 0.853  0.042

Gap between HOMO and LUMO (eV): 8.590
Spin multiplicity: 1

Density functional theory data (wB97M-V/def2-TZVPD) for a structure of composition CHF3GdNO5S2.

Last column: Löwdin charge in e.
Cartesian coordinates (Å):
O -1.362 1.905 0.840  -0.407
Gd 2.183 1.060 0.212  1.624
H 0.916 0.582 2.732  0.119
N -1.108 0.151 -0.870  -0.371
S -0.170 -1.059 -1.167  0.646
O 1.215 -0.841 -0.573  -0.587
O -0.097 -1.865 -2.387  -0.284
S -0.535 1.683 -0.401  0.521
O 1.759 1.196 2.298  -0.624
O -0.930 2.682 -1.439  -0.413
C -1.214 -2.232 0.035  -0.651
F -2.530 -2.108 -0.067  0.162
F -0.889 -3.470 -0.305  0.130
F -0.831 -2.033 1.291  0.135

⟨S²⟩: 16.22
Gap between HOMO and LUMO (alpha / beta) (eV): 7.601 / 5.938
Spin multiplicity: 8

Density functional theory data (wB97M-V/def2-TZVPD) for the molecule C5H5NO.

Last column: Löwdin charge in e.
Cartesian coordinates (Å):
N 1.675 -1.349 -1.932  0.160
C 1.622 -0.381 -1.300  -0.224
C 1.317 0.787 -0.455  -0.158
C -0.165 0.602 -0.231  -0.090
C -0.645 0.115 0.913  -0.062
C -1.863 -0.731 0.930  -0.265
O -2.403 -1.129 -0.077  0.049
H 1.876 0.703 0.483  0.120
H 1.618 1.710 -0.959  0.119
H -0.786 0.611 -1.127  0.128
H -0.055 0.146 1.827  0.108
H -2.192 -1.083 1.928  0.116

Gap between HOMO and LUMO (eV): 9.920
Spin multiplicity: 1

Density functional theory data (wB97M-V/def2-TZVPD) for a structure of composition C27H56N3O13V.

Last column: Löwdin charge in e.
Cartesian coordinates (Å):
O -0.448 2.182 0.294  -0.451
V 0.209 0.767 0.315  0.740
O -0.120 0.130 -1.172  -0.520
C -3.323 0.791 2.922  -0.044
C -2.806 -0.668 3.135  -0.443
C -3.957 -1.637 3.571  -0.166
C -4.993 -1.850 2.507  -0.204
C -4.366 -2.467 1.244  -0.138
C -3.129 -1.618 0.704  -0.401
N -2.257 -1.224 1.873  -0.186
O -0.983 -0.782 1.516  -0.305
C -3.592 -0.360 -0.151  -0.015
C -2.412 -2.619 -0.304  -0.044
C -1.753 -0.655 4.311  -0.044
H -2.676 1.366 2.259  0.062
H -3.268 1.316 3.876  0.062
H -4.334 1.024 2.589  0.068
H -4.402 -1.300 4.507  0.105
H -3.560 -2.585 3.935  0.108
H -5.542 -0.924 2.339  0.100
H -5.813 -2.506 2.800  0.097
H -5.078 -2.436 0.420  0.095
H -4.196 -3.535 1.380  0.101
H -3.843 0.490 0.483  0.051
H -4.542 -0.634 -0.611  0.066
H -2.806 0.004 -0.811  0.055
H -1.471 -2.377 -0.798  0.049
H -3.028 -2.899 -1.158  0.066
H -2.290 -3.509 0.314  0.061
H -2.164 -0.291 5.253  0.064
H -0.947 0.043 4.085  0.055
H -1.275 -1.601 4.567  0.072
C -2.404 0.015 -3.764  -0.125
C -2.368 1.485 -4.036  -0.088
O -3.035 1.569 -5.312  0.062
C -2.847 0.402 -5.958  -0.563
O -3.131 0.185 -7.156  0.073
O -2.323 -0.409 -5.089  0.066
H -3.269 -0.467 -3.309  0.133
H -1.539 -0.316 -3.190  0.107
H -1.335 1.833 -4.021  0.127
H -2.892 2.093 -3.299  0.134
C -2.564 4.444 1.796  -0.157
C -1.836 5.246 0.787  -0.167
O -2.264 4.725 -0.449  0.049
C -3.454 4.033 -0.238  -0.510
O -4.315 3.680 -1.002  0.138
O -3.671 3.944 1.084  0.065
H -2.982 5.093 2.565  0.131
H -1.875 3.750 2.275  0.096
H -0.747 5.279 0.805  0.131
H -2.096 6.302 0.857  0.120
C 1.686 2.457 -2.583  -0.102
O 2.044 1.987 -1.314  -0.221
C 3.151 1.093 -1.237  -0.205
C 3.404 0.802 0.213  -0.184
N 2.320 -0.045 0.684  -0.095
C 2.321 -0.288 2.105  -0.167
C 2.175 1.064 2.898  -0.168
O 1.053 1.852 2.443  -0.251
C 0.889 3.017 3.233  -0.082
H 1.194 1.652 -3.128  0.070
H 2.567 2.885 -3.063  0.084
H 0.897 3.208 -2.538  0.091
H 4.074 1.568 -1.571  0.121
H 3.085 0.177 -1.824  0.111
H 3.381 1.792 0.667  0.121
H 4.421 0.443 0.370  0.113
H 2.595 -0.936 0.296  0.057
H 3.236 -0.866 2.230  0.100
H 1.623 -0.936 2.635  0.117
H 3.045 1.651 2.604  0.098
H 2.134 0.954 3.982  0.119
H 0.992 2.826 4.301  0.086
H 0.006 3.609 2.990  0.070
H 1.730 3.666 2.991  0.087
C 2.067 -1.544 -4.257  -0.124
O 3.034 -2.345 -3.715  -0.200
C 2.535 -3.464 -3.006  -0.189
C 1.994 -3.037 -1.596  -0.168
N 2.953 -2.260 -0.826  -0.049
C 4.005 -3.168 -0.283  -0.183
C 5.218 -2.494 0.356  -0.187
O 5.665 -1.449 -0.549  -0.204
C 6.967 -0.875 -0.199  -0.084
H 1.586 -2.143 -5.031  0.095
H 2.702 -0.791 -4.724  0.096
H 1.390 -1.055 -3.557  0.082
H 3.419 -4.068 -2.802  0.100
H 1.867 -4.156 -3.518  0.122
H 1.738 -3.920 -1.010  0.119
H 1.069 -2.472 -1.709  0.102
H 3.456 -1.846 -1.597  0.080
H 4.319 -3.985 -0.934  0.105
H 3.389 -3.656 0.473  0.120
H 5.973 -3.206 0.690  0.122
H 4.747 -2.094 1.253  0.094
H 7.803 -1.511 -0.491  0.076
H 7.047 -0.662 0.867  0.082
H 7.145 0.046 -0.754  0.081

⟨S²⟩: 0.76
Gap between HOMO and LUMO (alpha / beta) (eV): 4.508 / 4.692
Spin multiplicity: 2
Total charge: -1

Density functional theory data (wB97M-V/def2-TZVPD) for a structure of composition C20H21BrMnN4O7.

Last column: Löwdin charge in e.
Cartesian coordinates (Å):
Mn 0.019 -0.709 0.709  0.958
Br 1.214 1.952 3.285  0.809
C 0.577 0.337 4.042  -0.716
C 0.586 0.189 5.417  -0.106
C 0.069 -0.981 5.938  -0.043
C -0.416 -1.960 5.087  0.017
C -0.355 -1.727 3.719  -0.173
N 0.112 -0.583 3.210  0.051
C -0.848 -2.759 2.715  -0.598
O -1.367 -3.760 3.175  0.062
O -0.645 -2.462 1.476  -0.121
H 0.944 0.982 6.062  0.102
H 0.019 -1.132 7.007  0.113
H -0.834 -2.887 5.443  0.121
N 4.319 0.178 0.562  0.074
C 4.377 -1.114 1.027  -0.078
C 3.092 -1.467 1.293  -0.113
N 2.259 -0.420 0.998  -0.017
C 3.028 0.540 0.538  -0.205
H 5.107 0.721 0.257  0.156
H 5.296 -1.629 1.160  0.107
H 2.716 -2.404 1.667  0.114
H 2.682 1.520 0.212  0.128
C -2.693 0.798 2.151  -0.052
C -2.201 1.737 1.071  -0.248
O -0.826 1.497 0.750  -0.289
C -0.393 2.298 -0.361  -0.259
C -0.171 3.752 -0.018  -0.062
H -3.749 1.015 2.368  0.092
H -2.119 0.902 3.068  0.065
H -2.636 -0.248 1.845  0.076
H -2.310 2.780 1.384  0.117
H -2.770 1.592 0.138  0.129
H -1.135 2.170 -1.160  0.129
H 0.508 1.818 -0.718  0.095
H -1.083 4.273 0.268  0.074
H 0.203 4.274 -0.887  0.078
H 0.559 3.878 0.780  0.060
O -1.399 -0.664 -1.122  -0.026
C -0.386 -0.697 -1.866  -0.606
O 0.779 -0.646 -1.381  -0.068
C -0.543 -0.743 -3.361  -0.115
C -1.733 -1.191 -3.913  0.009
C -1.886 -1.278 -5.292  0.013
C -0.848 -0.878 -6.109  -0.137
C 0.346 -0.412 -5.587  0.011
C 0.500 -0.374 -4.206  0.004
N -1.017 -0.926 -7.585  -0.366
O -0.101 -0.549 -8.262  0.087
O -2.065 -1.355 -8.003  0.082
H -2.544 -1.471 -3.261  0.121
H -2.802 -1.637 -5.723  0.117
H 1.140 -0.099 -6.234  0.113
H 1.423 -0.041 -3.773  0.113

⟨S²⟩: 8.75
Gap between HOMO and LUMO (alpha / beta) (eV): 8.671 / 9.086
Spin multiplicity: 6

Density functional theory data (wB97M-V/def2-TZVPD) for the molecule C21H27N3O3.

Last column: Löwdin charge in e.
Cartesian coordinates (Å):
C -1.767 3.071 2.365  -0.030
C -1.544 1.753 1.633  -0.215
C -1.464 2.014 0.107  -0.444
O -0.849 2.960 -0.338  0.064
N -2.139 1.117 -0.623  0.095
C -2.112 1.111 -2.067  -0.170
C -1.578 -0.209 -2.624  -0.153
C -0.185 -0.535 -2.073  -0.192
N 0.674 0.629 -2.079  -0.175
C 1.176 0.994 -3.389  -0.158
C 1.864 2.357 -3.279  -0.190
O 2.917 2.328 -2.346  -0.129
C 2.431 1.939 -1.081  -0.190
C 1.779 0.558 -1.147  -0.155
N -0.314 1.105 2.037  0.012
C 0.795 1.735 2.456  -0.054
C 1.768 0.802 2.758  -0.054
C 1.227 -0.449 2.493  -0.021
C -0.074 -0.254 2.018  -0.163
C -1.017 -1.260 1.601  -0.300
O -2.179 -1.033 1.265  0.045
C -0.512 -2.664 1.595  -0.156
C -1.275 -3.647 2.218  -0.016
C -0.859 -4.966 2.205  -0.074
C 0.308 -5.317 1.547  -0.082
C 1.054 -4.348 0.897  -0.071
C 0.650 -3.025 0.921  -0.046
H -2.798 3.387 2.221  0.090
H -1.119 3.843 1.955  0.076
H -1.580 2.960 3.431  0.088
H -2.364 1.063 1.847  0.140
H -2.527 0.304 -0.160  0.114
H -1.464 1.936 -2.368  0.111
H -3.125 1.286 -2.449  0.121
H -1.554 -0.138 -3.712  0.102
H -2.253 -1.025 -2.356  0.113
H -0.293 -0.854 -1.033  0.095
H 0.245 -1.382 -2.638  0.127
H 0.347 1.065 -4.094  0.119
H 1.900 0.247 -3.767  0.130
H 2.305 2.649 -4.234  0.124
H 1.118 3.104 -2.970  0.128
H 3.289 1.935 -0.406  0.125
H 1.680 2.660 -0.730  0.114
H 1.404 0.290 -0.158  0.097
H 2.534 -0.189 -1.458  0.132
H 0.848 2.803 2.520  0.129
H 2.751 1.014 3.129  0.099
H 1.706 -1.396 2.641  0.111
H -2.189 -3.363 2.718  0.119
H -1.448 -5.720 2.704  0.104
H 0.631 -6.348 1.532  0.103
H 1.954 -4.623 0.368  0.105
H 1.226 -2.276 0.398  0.105

Gap between HOMO and LUMO (eV): 8.474
Spin multiplicity: 1

For reference, strongest force on any atom by record: 2.79 8.00 5.41 1.15 4.60 1.18 0.81 eV Å⁻¹.